1.
# C4H6N2

C4H6N2 in the gas phase in a non-equilibrium geometry (the ωB97M-V functional and the def2-TZVPD basis, the Open Molecules 2025 dataset).

Last column: natural (NBO) charge in e.
CARTESIAN COORDINATES (ANGSTROEM)
N -1.0192 -1.0872 -1.3798  -0.84
C -0.3024 -0.4049 -0.3940  0.27
C 0.2265 -0.7715 0.8191  -0.34
C 0.8142 0.3871 1.3235  -0.31
C 0.6002 1.4388 0.4897  -0.08
N -0.0711 0.9338 -0.5846  -0.51
H -0.4214 -1.5914 -2.0362  0.37
H -1.6275 -1.8111 -1.0036  0.37
H 0.2139 -1.7531 1.2650  0.22
H 1.0795 0.7448 2.3190  0.22
H 0.9255 2.4690 0.5338  0.21
H -0.4275 1.4553 -1.3661  0.41

Its multiplicity is 1. As for the LUMO energy: 0.040 Eh. For the relative energy (zero: lowest compared OMol25 entry of this formula, charge and spin), the calculation gives 0.597 eV. As for the total charge: 0. As for the structure (SMILES): Nc1ccc[nH]1.

---

2.
# C5H8O2

C5H8O2 in the gas phase (the ωB97M-V functional and the def2-TZVPD basis, the Open Molecules 2025 dataset).

Last column: natural (NBO) charge in e.
CARTESIAN COORDINATES (ANGSTROEM)
O -1.1773 -2.1482 0.1009  -0.55
C -0.7342 -1.2205 -0.5370  0.45
C -1.3873 0.1419 -0.7174  -0.51
C -0.5406 1.1928 0.0602  -0.43
C 0.3613 0.3784 0.9519  -0.29
C 1.4907 -0.1472 0.4749  0.13
O 2.0380 0.3109 -0.6848  -0.70
H 0.2230 -1.3131 -1.0972  0.10
H -1.4287 0.3581 -1.7914  0.22
H -2.4132 0.0918 -0.3502  0.22
H -1.1930 1.8577 0.6284  0.22
H 0.0370 1.8153 -0.6263  0.23
H -0.0588 -0.0639 1.8472  0.23
H 1.9188 -1.0562 0.8863  0.18
H 2.8158 -0.2084 -0.9129  0.49

Its multiplicity is 1. As for the LUMO energy: 0.022 Eh. For the relative energy (zero: lowest compared OMol25 entry of this formula, charge and spin), the calculation gives 1.778 eV. As for the total charge: 0. As for the structure (SMILES): O=CCC/C=C\O.

---

3.
# C3H6O3

C3H6O3 in the gas phase (the ωB97M-V functional and the def2-TZVPD basis, the Open Molecules 2025 dataset).

Last column: natural (NBO) charge in e.
CARTESIAN COORDINATES (ANGSTROEM)
O 1.5075 -1.0223 0.3751  -0.71
C 1.2272 0.3546 0.4317  -0.06
C -0.1496 0.6217 -0.1913  -0.12
O -0.1615 0.0680 -1.4919  -0.73
C -1.1738 0.1264 0.7592  0.24
O -1.9572 -0.7536 0.1618  -0.67
H 1.3229 -1.2738 -0.5423  0.48
H 1.9756 0.9471 -0.1123  0.17
H 1.2365 0.6536 1.4838  0.20
H -0.3239 1.7122 -0.2132  0.21
H -0.9628 -0.4714 -1.5560  0.48
H -2.5410 -0.9625 0.8956  0.52

Its multiplicity is 1. As for the LUMO energy: 0.022 Eh. For the relative energy (zero: lowest compared OMol25 entry of this formula, charge and spin), the calculation gives 3.549 eV. As for the total charge: 0.

---

| no. | E (eV) | HOMO energy (eV) |
| --- | --- | --- |
| 1 | -7224.99402 | -7.93 |
| 2 | -9408.05379 | -8.93 |
| 3 | -9347.76748 | -9.14 |